Entry 1:
C4H6ClF in the gas phase at a distorted geometry. Source: OMol25; level of theory: ωB97M-V/def2-TZVPD.

Properties
Structure (SMILES): C/C(=C\Cl)CF
LUMO, eV: 0.870
Total charge: 0

Atoms and positions in Å:
C (1.30, -1.34, -0.46)
C (0.31, -0.18, -0.48)
C (-0.35, 0.32, 0.53)
Cl (-0.24, -0.19, 2.21)
C (0.07, 0.34, -1.85)
F (-0.96, 1.33, -2.04)
H (2.09, -1.33, 0.39)
H (1.98, -1.38, -1.38)
H (0.80, -2.36, -0.40)
H (-1.02, 1.26, 0.42)
H (1.02, 0.75, -2.20)
H (-0.11, -0.51, -2.52)

=====

Entry 2:
2 unconnected molecules or ions with the total composition C7H10O2 at a distorted geometry. Source: OMol25; level of theory: ωB97M-V/def2-TZVPD.

Properties
Structure (SMILES): Cc1ccc(O)cc1.O
LUMO, eV: 0.554
Total charge: 0

Atoms and positions in Å:
C (-2.97, -0.10, 1.00)
C (-1.51, -0.19, 0.47)
C (-0.81, -1.47, 0.45)
C (0.51, -1.48, -0.05)
C (1.17, -0.33, -0.54)
O (2.34, -0.50, -1.20)
C (0.48, 0.90, -0.52)
C (-0.83, 0.95, -0.02)
H (-3.65, 0.26, 0.22)
H (-3.01, 0.60, 1.85)
H (-3.31, -1.09, 1.34)
H (-1.28, -2.35, 0.92)
H (0.99, -2.47, -0.09)
H (2.45, 0.36, -1.67)
H (0.83, 1.78, -1.07)
H (-1.46, 1.83, -0.17)
O (3.58, 1.37, -0.11)
H (3.13, 1.50, -0.98)
H (3.34, 0.45, 0.15)

=====

Entry 3:
9 unconnected molecules or ions with the total composition C42H107N5O14 at a distorted geometry. Source: OMol25; level of theory: ωB97M-V/def2-TZVPD.

Properties
Structure (SMILES): COCCNCCOC.COCCNCCOC.COCCNCCOC.COCCNCCOC.COCCNCCOC.CC(C)O.CC(C)O.CC(C)O.CC(C)O
LUMO, eV: 0.452
Total charge: 0

Atoms and positions in Å:
C (-3.49, -0.73, -0.75)
O (-4.86, -0.31, -0.88)
C (-5.65, -0.99, -1.78)
C (-5.27, -0.85, -3.27)
N (-5.77, 0.51, -3.76)
C (-4.92, 1.56, -3.23)
C (-4.82, 2.80, -4.21)
O (-4.37, 2.31, -5.47)
C (-4.51, 3.29, -6.52)
H (-3.40, -1.84, -0.71)
H (-3.14, -0.43, 0.27)
H (-2.96, -0.22, -1.55)
H (-6.69, -0.61, -1.61)
H (-5.62, -2.06, -1.53)
H (-5.82, -1.62, -3.83)
H (-4.22, -1.09, -3.43)
H (-5.53, 0.56, -4.76)
H (-3.90, 1.22, -3.20)
H (-5.28, 1.85, -2.19)
H (-4.03, 3.58, -3.96)
H (-5.81, 3.27, -4.31)
H (-5.52, 3.70, -6.49)
H (-4.36, 2.81, -7.49)
H (-3.86, 4.14, -6.27)
C (-3.00, -4.95, -1.85)
O (-2.07, -3.91, -1.98)
C (-0.90, -4.12, -2.79)
C (-1.08, -4.20, -4.29)
N (0.25, -4.07, -4.91)
C (0.56, -2.63, -5.10)
C (2.02, -2.50, -5.51)
O (2.34, -2.98, -6.82)
C (3.66, -2.72, -7.23)
H (-3.76, -4.64, -1.16)
H (-2.56, -5.82, -1.40)
H (-3.41, -5.11, -2.86)
H (-0.36, -4.97, -2.44)
H (-0.34, -3.24, -2.62)
H (-1.79, -3.37, -4.67)
H (-1.53, -5.13, -4.55)
H (0.29, -4.58, -5.76)
H (0.49, -2.13, -4.17)
H (-0.06, -2.18, -5.99)
H (2.70, -3.14, -4.83)
H (2.39, -1.45, -5.50)
H (3.92, -1.69, -6.97)
H (3.77, -2.85, -8.31)
H (4.37, -3.45, -6.76)
C (-1.61, -1.15, 4.73)
O (-0.41, -0.79, 4.13)
C (0.60, -0.36, 5.03)
C (1.62, 0.37, 4.24)
N (1.08, 1.65, 3.75)
C (0.50, 1.53, 2.39)
C (-0.02, 2.80, 1.76)
O (1.18, 3.64, 1.48)
C (0.85, 4.71, 0.59)
H (-1.81, -0.42, 5.59)
H (-1.62, -2.22, 5.13)
H (-2.43, -1.17, 3.97)
H (0.94, -1.28, 5.57)
H (0.16, 0.29, 5.76)
H (1.85, -0.26, 3.37)
H (2.51, 0.55, 4.79)
H (1.73, 2.44, 3.79)
H (-0.37, 0.84, 2.47)
H (1.25, 1.08, 1.73)
H (-0.79, 3.25, 2.41)
H (-0.54, 2.61, 0.85)
H (1.77, 4.99, 0.10)
H (0.48, 5.61, 1.11)
H (0.14, 4.36, -0.18)
C (6.68, 0.45, 2.04)
O (5.32, 0.05, 2.23)
C (5.25, -1.38, 2.15)
C (5.60, -2.04, 0.79)
N (4.82, -1.49, -0.31)
C (5.38, -1.80, -1.64)
C (4.64, -0.98, -2.72)
O (5.17, 0.40, -2.45)
C (4.97, 1.36, -3.50)
H (7.36, -0.15, 2.74)
H (6.70, 1.51, 2.20)
H (6.98, 0.30, 1.00)
H (4.25, -1.67, 2.43)
H (5.99, -1.79, 2.82)
H (5.38, -3.11, 0.90)
H (6.70, -1.90, 0.61)
H (4.90, -0.47, -0.22)
H (5.22, -2.85, -1.89)
H (6.48, -1.62, -1.61)
H (3.53, -1.07, -2.72)
H (4.91, -1.24, -3.73)
H (5.87, 1.43, -4.12)
H (4.76, 2.35, -3.10)
H (4.14, 1.07, -4.16)
C (5.59, 2.98, -0.34)
O (5.61, 3.55, 0.93)
C (4.38, 3.56, 1.58)
C (4.54, 4.07, 3.01)
N (3.36, 3.88, 3.82)
C (3.29, 4.78, 4.95)
C (1.92, 4.60, 5.63)
O (0.90, 4.92, 4.65)
C (-0.45, 4.91, 5.01)
H (6.55, 2.54, -0.47)
H (5.49, 3.77, -1.06)
H (4.84, 2.24, -0.50)
H (4.04, 2.51, 1.71)
H (3.72, 4.11, 0.99)
H (4.82, 5.14, 2.91)
H (5.39, 3.53, 3.45)
H (2.58, 4.15, 3.19)
H (3.49, 5.84, 4.64)
H (4.12, 4.49, 5.63)
H (1.78, 5.33, 6.53)
H (1.77, 3.59, 5.95)
H (-0.68, 4.24, 5.88)
H (-0.93, 4.53, 4.13)
H (-0.88, 5.96, 5.17)
C (0.34, 1.13, -1.13)
C (0.43, 0.37, -2.41)
C (1.09, 1.24, -3.46)
O (1.11, -0.79, -2.26)
H (-0.10, 0.44, -0.41)
H (-0.16, 2.11, -1.10)
H (1.32, 1.49, -0.75)
H (-0.63, 0.31, -2.82)
H (0.92, 0.87, -4.50)
H (2.16, 1.39, -3.30)
H (0.65, 2.17, -3.34)
H (0.98, -1.17, -1.39)
C (-3.79, -4.32, 2.62)
C (-4.67, -3.29, 2.00)
C (-6.10, -3.76, 1.99)
O (-4.49, -2.09, 2.70)
H (-2.74, -3.92, 2.72)
H (-3.85, -5.20, 1.99)
H (-4.23, -4.59, 3.61)
H (-4.29, -3.11, 0.96)
H (-6.45, -3.95, 3.00)
H (-6.18, -4.67, 1.41)
H (-6.70, -2.91, 1.52)
H (-5.11, -1.39, 2.38)
C (-6.15, 2.31, 2.19)
C (-5.40, 1.09, 2.51)
C (-5.78, 0.59, 3.89)
O (-5.79, -0.03, 1.68)
H (-5.81, 3.16, 2.70)
H (-7.19, 2.10, 2.49)
H (-6.09, 2.55, 1.11)
H (-4.30, 1.14, 2.34)
H (-6.80, 0.19, 3.85)
H (-5.65, 1.37, 4.63)
H (-5.13, -0.27, 4.18)
H (-5.55, 0.06, 0.76)
C (-0.03, -2.42, 1.19)
C (1.49, -2.40, 1.28)
C (1.89, -3.57, 2.18)
O (2.05, -2.34, 0.03)
H (-0.51, -2.48, 2.21)
H (-0.32, -3.30, 0.58)
H (-0.49, -1.51, 0.68)
H (1.74, -1.49, 1.86)
H (1.25, -3.70, 3.02)
H (2.95, -3.52, 2.61)
H (1.69, -4.50, 1.71)
H (2.99, -2.07, 0.00)

=====

Entry 4:
A gas-phase ion, C5H10ClN2 (charge +1) at a distorted geometry. Source: OMol25; level of theory: ωB97M-V/def2-TZVPD.

Properties
Structure (SMILES): CN1CC[N+](C)=C1Cl
LUMO, eV: -4.512
Total charge: +1

Atoms and positions in Å:
C (1.29, 0.71, 2.23)
N (0.61, 0.14, 1.09)
C (-0.83, 0.00, 0.85)
C (-0.97, -0.26, -0.61)
N (0.20, -1.03, -1.04)
C (0.31, -0.74, -2.44)
C (1.32, -0.15, 0.06)
Cl (2.93, -0.37, -0.38)
H (1.08, 0.05, 3.01)
H (2.29, 0.84, 2.15)
H (0.69, 1.51, 2.44)
H (-1.27, 0.87, 1.10)
H (-1.16, -0.76, 1.45)
H (-1.96, -0.83, -0.79)
H (-1.07, 0.82, -1.00)
H (-0.16, 0.09, -2.79)
H (-0.03, -1.55, -3.03)
H (1.28, -0.78, -2.86)

=====

Entry 5:
C5H7NO in the gas phase. Source: OMol25; level of theory: ωB97M-V/def2-TZVPD.

Properties
LUMO, eV: 0.202
Total charge: 0

Atoms and positions in Å:
C (-1.03, 1.54, -0.09)
C (-0.42, 0.18, 0.06)
C (-0.95, -0.84, 0.89)
C (2.06, -0.34, -0.74)
O (-0.26, -1.81, 1.45)
N (-0.43, -0.85, -1.15)
C (0.72, -0.37, -0.70)
H (0.65, -1.81, 1.09)
H (-1.99, -0.83, 1.22)
H (-2.12, 1.48, -0.16)
H (-0.66, 2.01, -1.00)
H (-0.78, 2.18, 0.76)
H (2.62, 0.29, -0.06)
H (2.60, -0.83, -1.55)

=====

Entry 6:
C4H9NO2 in the gas phase at a distorted geometry. Source: OMol25; level of theory: ωB97M-V/def2-TZVPD.

Properties
Structure (SMILES): CC[C@H](N)C(=O)O
LUMO, eV: 0.722
Total charge: 0

Atoms and positions in Å:
C (1.25, 1.24, -1.10)
C (1.08, -0.20, -0.45)
C (-0.08, -0.32, 0.58)
N (0.09, -1.42, 1.40)
C (-1.46, -0.29, -0.07)
O (-1.62, -0.21, -1.33)
O (-2.40, -0.29, 0.80)
H (1.93, 1.41, -1.66)
H (1.40, 2.15, -0.57)
H (0.43, 1.56, -1.84)
H (2.12, -0.21, 0.12)
H (0.86, -0.84, -1.35)
H (-0.29, 0.81, 1.14)
H (-0.84, -1.52, 1.97)
H (0.68, -1.54, 1.98)
H (-3.15, -0.34, 0.39)